A cluster of 2 separate species, C5H13N2 in total. Source: the OMol25 dataset; level of theory: ωB97M-V/def2-TZVPD.

Output
E_HOMO	-13.63	eV
largest force on an atom	6.25	eV/A
ΔE to the lowest compared entry with this formula, charge and spin	3.481	eV
HOMO-LUMO gap	9.22	eV
molar mass	101.173	g/mol
DFT total energy	-307.49369	hartree

Structure (ORCA input):
```
! wB97M-V def2-TZVPD RIJCOSX def2/J DEFGRID3
* xyz 1 1
C 2.01 -1.96 1.55
C -2.02 0.71 0.58
C -1.42 2.58 -1.11
C 1.89 -1.29 -0.74
C -1.21 1.18 -0.62
N 1.71 -2.14 0.18
N -0.31 0.35 -1.10
H 1.05 -2.13 2.27
H 2.50 -2.82 2.06
H -2.47 -0.19 0.08
H -1.28 0.30 1.35
H -2.59 1.53 1.01
H -1.14 3.19 -0.20
H -2.44 2.69 -1.45
H -0.68 2.75 -1.92
H 2.36 -0.26 -0.43
H 1.66 -1.51 -1.81
H 0.17 0.81 -1.85
H 1.11 -2.94 -0.04
H 2.54 -1.17 2.05
*
```